[1]
Below is a cluster of 2 separate species, C9H14 in total at a distorted geometry, with properties calculated with ωB97M-V/def2-TZVPD.

XYZ file:
```
23
Properties=species:S:1:pos:R:3:forces:R:3:lowdin_charge:R:1
C -2.476326 1.779609 2.417383 0.06 0.18 -0.04 -0.176
C -1.568439 0.798291 3.155167 0.07 -0.10 -0.61 -0.170
H -1.924109 2.287996 1.627719 0.08 -0.20 -0.14 0.049
H -3.310821 1.275764 1.941497 -0.26 0.00 0.03 0.055
H -2.852212 2.587914 3.046834 -0.11 -0.15 0.21 0.051
H -1.461774 -0.125702 2.589664 -0.12 -0.06 -0.13 0.064
H -0.566499 1.209207 3.148687 0.26 0.05 0.56 0.052
H -1.907879 0.517014 4.151485 0.04 0.26 0.09 0.052
C 0.604472 -1.986510 -3.240789 -0.57 0.28 0.38 -0.108
C 2.383715 -0.499884 -0.161833 -0.03 -0.46 -0.34 -0.193
C 1.458622 0.491652 0.209163 0.15 -0.31 -0.21 -0.221
C 2.085794 -1.337320 -1.312076 0.31 0.47 0.31 -0.147
C 0.984075 -1.083051 -2.088560 0.05 -0.28 0.18 -0.387
C 0.386195 0.808018 -0.604657 0.52 -0.56 0.94 -0.192
C 0.122245 -0.007109 -1.761281 -0.48 0.64 -0.42 -0.156
H 3.288629 -0.670758 0.404871 -0.01 -0.07 0.17 0.036
H 1.592544 0.910727 1.204646 -0.10 0.54 -0.19 0.064
H 2.772761 -2.152285 -1.523981 -0.16 -0.11 -0.22 0.067
H -0.284022 1.562587 -0.222770 -0.43 0.13 -0.27 0.044
H 1.417450 -2.634232 -3.561295 0.14 0.13 -0.18 0.053
H 0.206269 -1.361070 -4.049295 0.32 -0.18 -0.23 0.055
H -0.713234 0.264724 -2.410156 0.18 -0.22 0.02 0.051
H -0.237457 -2.635582 -2.960423 0.08 0.01 0.09 0.058
```
Positions in Å, forces in eV/Å.

HOMO level (alpha / beta) in eV: 0.951 / -3.139
Relative energy (zero: lowest compared OMol25 entry of this formula, charge and spin) in eV: 0.279
2S+1: 2
Charge: -1
E_tot in Ha: -351.2691
Max |F| in eV Å⁻¹: 1.21


[2]
Below is a structure of composition C5H10BaO3 at a distorted geometry, with properties calculated with ωB97M-V/def2-TZVPD.

XYZ file:
```
19
Properties=species:S:1:pos:R:3:forces:R:3:lowdin_charge:R:1
C 2.893389 -1.708035 -0.896451 -0.19 -0.05 -0.04 -0.162
O 2.740870 -0.422466 -0.372546 0.02 0.06 0.29 -0.333
C 2.593306 0.593929 -1.354348 1.12 0.14 -1.00 -0.477
H 2.901397 -2.418356 -0.059184 0.05 0.22 -0.29 0.099
H 2.073448 -1.971596 -1.588055 0.19 0.05 0.17 0.093
H 3.848608 -1.804121 -1.454101 -0.03 -0.06 -0.01 0.055
H 2.386088 1.534870 -0.820455 -0.43 -0.33 -0.11 0.020
H 1.803977 0.335325 -2.088415 -0.14 0.27 0.51 0.026
Ba 4.873977 1.197053 -2.681401 -0.60 -0.30 0.51 1.667
O -4.969374 -0.285716 1.651971 0.64 0.24 -0.01 0.066
C -3.884016 0.231839 1.740564 -0.51 -0.15 0.23 -0.228
C -3.139702 0.778296 0.538654 -0.29 -0.15 -0.53 -0.180
O -1.891721 1.327262 0.884611 0.28 0.16 0.10 -0.170
C -0.864119 0.456202 1.045950 -0.11 -0.33 0.70 -0.028
H -3.380766 0.376051 2.724981 -0.05 -0.05 -0.21 0.137
H -3.748266 1.584680 0.101759 0.19 -0.24 0.14 0.143
H -3.036185 -0.016491 -0.219934 -0.04 0.19 0.21 0.138
H -0.097197 0.821429 1.729709 -0.07 0.07 -0.42 0.065
H -1.103720 -0.610156 1.116700 -0.03 0.27 -0.24 0.069
```
Positions in Å, forces in eV/Å.

HOMO level (alpha / beta) in eV: -9.534 / -10.426
Relative energy (zero: lowest compared OMol25 entry of this formula, charge and spin) in eV: 0.000
2S+1: 2
Charge: +1
E_tot in Ha: -447.2856
Max |F| in eV Å⁻¹: 1.51


[3]
Below is an isolated molecule of C3H5FS at a distorted geometry, with properties calculated with ωB97M-V/def2-TZVPD.

XYZ file:
```
10
Properties=species:S:1:pos:R:3:forces:R:3:lowdin_charge:R:1
C -0.103715 0.405394 -0.259223 -1.93 -0.09 1.19 -0.630
C 1.112504 -0.104544 -0.859124 1.25 -1.52 0.57 -0.109
C 0.102251 -1.087411 -0.347893 -0.85 -0.07 -0.10 -0.294
H 0.507552 2.325688 0.988845 -0.55 -0.78 0.39 -0.115
H -0.924625 0.674945 -0.888763 -0.16 0.39 -0.48 0.095
H 1.283831 -0.144913 -1.908929 0.02 0.39 -0.64 0.109
H 1.985124 -0.045624 -0.222926 0.23 0.08 -0.21 0.109
H 0.161746 -1.768298 0.495945 0.55 0.51 0.08 0.145
F -0.719738 -1.722409 -1.286776 0.53 0.53 0.11 -0.031
S -0.200140 1.198704 1.369641 0.90 0.55 -0.92 0.721
```
Positions in Å, forces in eV/Å.

HOMO level in eV: -9.430
Relative energy (zero: lowest compared OMol25 entry of this formula, charge and spin) in eV: 0.784
2S+1: 1
SMILES: F[C@H]1C[C@@H]1S
E_tot in Ha: -615.3082
Max |F| in eV Å⁻¹: 2.27


[4]
Below is a cluster of 2 separate species, C6H12N2S in total at a distorted geometry, with properties calculated with ωB97M-V/def2-TZVPD.

XYZ file:
```
21
Properties=species:S:1:pos:R:3:forces:R:3:lowdin_charge:R:1
C -1.735456 1.285120 1.295902 2.38 0.71 -0.30 -0.064
C -2.284454 -1.316121 1.425066 1.46 -0.13 -0.14 -0.050
C -1.494903 -0.172919 1.306943 0.66 -1.30 -0.42 -0.371
C -0.085614 -1.881657 1.209803 -0.83 2.66 -0.03 -0.169
N -1.352029 -2.367382 1.364363 -0.44 -1.02 -0.07 -0.005
N -0.144335 -0.510649 1.160694 -0.79 -3.04 0.58 0.031
H -3.343075 -1.582550 1.552509 0.71 0.59 -0.10 0.110
H -1.639639 -3.363960 1.361572 0.55 1.23 0.07 0.155
H -0.877691 1.708410 1.980097 -1.96 -0.20 -1.61 0.126
H -2.691206 1.589621 1.533299 -2.11 0.36 1.76 0.029
H 0.848768 -2.476837 1.163642 -1.05 0.45 -0.02 0.123
H -1.782049 1.723022 0.267347 1.24 -0.45 0.46 0.078
C 2.912086 1.698238 -1.677274 0.20 1.74 -1.31 -0.449
C 0.327912 0.954981 -2.440394 -0.06 -0.17 -1.36 -0.456
S 1.521229 0.626565 -1.161305 1.19 0.63 -0.13 0.737
H 2.657422 2.544618 -2.414264 -0.33 -1.49 0.77 0.054
H 3.287505 2.347590 -0.858056 0.05 -1.10 -0.07 0.026
H 3.699187 1.121398 -2.205951 -0.27 0.33 0.73 0.024
H -0.358784 1.682475 -2.096061 -1.07 0.52 0.53 -0.004
H -0.178228 0.023653 -2.706810 -0.09 0.17 0.18 0.029
H 0.675253 1.397887 -3.392114 0.56 -0.48 0.49 0.046
```
Positions in Å, forces in eV/Å.

HOMO level in eV: -7.946
Relative energy (zero: lowest compared OMol25 entry of this formula, charge and spin) in eV: 1.452
2S+1: 1
SMILES: Cc1c[nH]cn1.CSC
E_tot in Ha: -743.4650
Max |F| in eV Å⁻¹: 3.20


[5]
Below is an isolated molecule of C5H10 at a distorted geometry, with properties calculated with ωB97M-V/def2-TZVPD.

XYZ file:
```
15
Properties=species:S:1:pos:R:3:forces:R:3:lowdin_charge:R:1
C 0.911406 1.259395 -0.082755 -0.04 0.94 -0.63 -0.104
C 0.358961 -0.002645 0.535782 0.52 -0.90 0.49 -0.454
C 0.935037 -1.230666 -0.226847 -0.25 -0.10 0.84 -0.083
C -1.156871 -0.085792 0.629322 -0.05 0.00 0.28 -0.163
C -1.980373 0.092027 -0.401739 -0.08 -0.54 1.05 0.000
H 0.638232 1.343099 -1.155564 -0.03 -0.02 0.54 0.082
H 2.011848 1.280880 -0.066124 -0.30 -0.12 0.16 0.077
H 0.546695 2.163304 0.434458 0.12 -0.31 -0.23 0.082
H 0.757009 -0.071655 1.570362 -0.22 0.08 -0.46 0.127
H 0.595691 -2.164405 0.256786 0.35 0.32 -0.14 0.080
H 2.035195 -1.182772 -0.253034 -0.38 -0.13 0.06 0.077
H 0.559565 -1.270392 -1.239041 -0.09 0.16 -0.39 0.066
H -1.574748 -0.353262 1.626735 0.30 0.18 -0.85 0.107
H -3.043072 -0.100886 -0.252996 0.21 0.30 -0.31 0.055
H -1.594571 0.323767 -1.375351 -0.07 0.15 -0.41 0.052
```
Positions in Å, forces in eV/Å.

HOMO level in eV: -9.632
Relative energy (zero: lowest compared OMol25 entry of this formula, charge and spin) in eV: 0.828
2S+1: 1
SMILES: C=CC(C)C
E_tot in Ha: -196.4780
Max |F| in eV Å⁻¹: 1.18


[6]
Below is an isolated molecule of C2H7NO at a distorted geometry, with properties calculated with ωB97M-V/def2-TZVPD.

XYZ file:
```
11
Properties=species:S:1:pos:R:3:forces:R:3:lowdin_charge:R:1
O -1.630398 -0.254103 -0.862337 1.04 -0.83 1.23 -0.110
H -2.214876 0.379219 -0.514859 -1.68 1.41 -0.02 0.021
C 1.340711 0.669975 0.003932 -1.02 -1.75 -0.18 -0.107
C -0.840655 -0.581815 0.379728 0.77 -1.22 -3.31 -0.202
N 0.569575 -0.574210 -0.144617 -2.05 0.21 3.46 -0.107
H 1.075261 0.920628 0.995827 0.75 0.60 1.39 0.058
H 2.391116 0.653177 -0.224029 0.54 -0.86 0.48 0.074
H 1.026427 1.494807 -0.549643 -1.18 1.33 -1.58 0.046
H -1.000399 0.234192 1.107559 0.15 -0.80 -0.01 0.110
H -1.313128 -1.657381 0.618750 1.76 2.38 0.20 0.148
H 0.596367 -1.284488 -0.810312 0.92 -0.49 -1.66 0.070
```
Positions in Å, forces in eV/Å.

HOMO level in eV: -8.582
Relative energy (zero: lowest compared OMol25 entry of this formula, charge and spin) in eV: 1.985
2S+1: 1
SMILES: CNCO
E_tot in Ha: -210.3258
Max |F| in eV Å⁻¹: 4.03


[7]
Below is a structure of composition C3H22O9Y2 at a distorted geometry, with properties calculated with ωB97M-V/def2-TZVPD.

XYZ file:
```
36
Properties=species:S:1:pos:R:3:forces:R:3:lowdin_charge:R:1
Y 0.528555 2.131586 -2.870540 -0.87 -1.47 1.34 1.606
Y -2.095756 -0.716998 -2.991638 1.83 2.84 1.17 1.882
O -0.662328 0.546818 -1.656885 -0.55 -1.29 -1.51 -0.499
H -0.551841 0.006490 -0.850431 0.26 1.15 -0.23 -0.001
O -0.631599 0.689722 -4.303562 -0.12 0.01 0.76 -0.536
H -0.528687 0.822127 -5.266068 -0.29 -0.29 0.46 0.032
O 1.629002 -1.811381 -1.147196 -0.73 0.10 -0.22 -0.018
H 1.974027 -0.966739 -1.436618 0.17 0.26 -0.02 0.052
H 2.375233 -2.247098 -0.735457 0.24 -0.45 0.21 0.080
O -3.232234 1.308686 -2.896284 0.05 -0.55 -0.36 -0.084
H -2.673692 2.076518 -2.775087 0.43 0.46 0.05 0.052
H -4.122816 1.659313 -2.908785 -0.78 -0.02 0.01 0.119
O -0.976330 -2.279676 -1.756018 -1.32 -0.06 -0.72 -0.088
H -0.118629 -2.034223 -1.409134 1.88 0.25 0.34 0.014
H -1.079921 -3.199285 -1.511409 -0.19 -0.72 -0.01 0.122
O -3.117706 -0.506425 -0.745558 -0.08 -1.05 -1.95 -0.067
H -3.486696 -1.358903 -0.514528 -0.54 -0.35 0.52 0.091
H -2.835268 -0.132960 0.089292 0.18 1.02 1.11 0.027
O 0.820464 2.410884 -0.366414 0.04 0.98 -1.62 -0.115
H 0.319972 2.996792 0.201432 -0.25 0.46 0.17 0.091
H 1.242222 1.796682 0.234521 0.16 -1.04 0.38 0.022
O -2.205277 0.489496 1.742653 0.06 -0.28 -1.01 -0.018
H -2.270993 0.741063 2.663861 -0.31 0.21 0.40 0.082
H -1.581523 -0.236527 1.736053 0.35 -0.13 0.44 0.033
C 1.321619 0.667059 3.278011 0.53 -0.62 1.76 -0.028
C 2.172513 0.221865 2.085496 -0.15 0.01 2.31 -0.468
C 2.809823 -1.158603 2.255113 0.15 0.54 -0.03 -0.018
O 1.220758 0.185690 1.086270 -1.17 -0.37 -3.22 -0.127
H 1.754596 0.327694 4.219009 0.45 0.66 0.20 0.095
H 0.381050 0.121496 3.354118 -0.16 -0.44 -0.69 0.068
H 0.998315 1.705347 3.352416 0.62 0.15 -0.25 0.091
H 2.911854 0.960645 1.776152 0.17 0.01 0.30 0.153
H 2.103692 -1.967822 2.441229 -0.47 0.20 0.30 0.094
H 3.500014 -1.130675 3.098293 0.20 -0.20 -0.26 0.107
H 3.297806 -1.444835 1.323427 0.50 0.15 0.13 0.074
H 0.809778 -0.673825 1.204267 -0.26 -0.10 -0.29 0.082
```
Positions in Å, forces in eV/Å.

HOMO level (alpha / beta) in eV: -16.233 / -18.408
2S+1: 2
Charge: +3
E_tot in Ha: -880.4640
Max |F| in eV Å⁻¹: 3.57


[8]
Below is a structure of composition C5H8O2 at a distorted geometry, with properties calculated with ωB97M-V/def2-TZVPD.

XYZ file:
```
15
Properties=species:S:1:pos:R:3:forces:R:3:lowdin_charge:R:1
O -1.619469 1.238826 0.656620 -0.44 -0.05 0.07 -0.016
C -1.129500 -0.077765 0.759167 -0.40 -0.36 0.41 -0.334
C -0.708200 -0.679235 -0.620564 -0.36 -0.09 0.07 -0.032
C 0.618625 -0.067139 -0.279461 -0.35 0.12 0.16 -0.650
C 1.828334 0.007056 -1.024947 -0.52 1.21 -0.13 0.146
O 0.599554 1.264811 -0.757507 3.80 -1.82 -1.58 -0.021
C 0.359613 -0.016426 1.197981 -0.24 -0.01 0.31 -0.028
H -2.354540 1.233651 0.031805 0.07 0.08 0.11 0.102
H -1.780804 -0.702530 1.369429 -0.11 -0.05 0.07 0.133
H -1.118509 -0.198827 -1.514211 -0.19 -0.21 0.17 0.124
H -0.777165 -1.767174 -0.692551 0.08 0.09 0.22 0.118
H 2.795516 0.111905 -0.518528 -0.61 0.61 -0.11 0.105
H 1.900045 -0.433976 -2.026129 -0.41 0.70 0.23 0.104
H 0.692917 0.940736 1.604473 -0.18 -0.20 0.20 0.128
H 0.693583 -0.853915 1.814430 -0.14 -0.04 -0.20 0.120
```
Positions in Å, forces in eV/Å.

HOMO level in eV: -9.536
Relative energy (zero: lowest compared OMol25 entry of this formula, charge and spin) in eV: 3.770
2S+1: 1
E_tot in Ha: -345.6664
Max |F| in eV Å⁻¹: 4.50